Entry 1:
Formula: Br6Hf
Source: the OMol25 dataset
Level of theory: ωB97M-V/def2-TZVPD

Geometry as XYZ:
```
7
Properties=species:S:1:pos:R:3:lowdin_charge:R:1
Hf -0.0299 0.0746 -0.0570 0.050
Br 0.8157 -2.4873 0.6368 -0.363
Br -0.8854 2.6851 -0.4036 -0.338
Br 2.2156 1.1104 1.1298 -0.330
Br 1.4378 -0.5080 -2.3305 -0.343
Br -1.2917 -0.1284 2.4272 -0.356
Br -2.2621 -0.7463 -1.4027 -0.321
```

Output
- relative energy (zero: lowest compared OMol25 entry of this formula, charge and spin) (eV) = 0.106
- E_HOMO (Ha) = -0.0911
- E_LUMO (eV) = 5.3
- HOMO-LUMO gap (eV) = 7.7
- net charge = -2
- E (Ha) = -15492.535868

Entry 2:
Formula: C5H14
Source: the OMol25 dataset
Level of theory: ωB97M-V/def2-TZVPD

Geometry as XYZ:
```
19
Properties=species:S:1:pos:R:3:lowdin_charge:R:1
C 1.8321 -0.3016 0.7037 -0.127
C 1.2783 -1.2420 1.7867 -0.301
C -0.2551 -1.1320 1.8629 -0.117
H 1.6816 0.7424 0.9914 0.074
H 1.2646 -0.4453 -0.2136 0.048
H 2.8834 -0.4658 0.4623 0.065
H 1.6178 -2.2598 1.5994 0.094
H 1.6608 -0.9135 2.7484 0.089
H -0.6976 -0.6730 0.9711 0.047
H -0.7502 -2.0906 2.0017 0.063
H -0.5462 -0.5369 2.7293 0.067
C -1.7838 1.1577 -1.4017 -0.167
C -0.7098 1.1631 -2.4927 -0.166
H -2.3865 0.2560 -1.4948 0.061
H -1.3648 1.1802 -0.3901 0.046
H -2.4360 2.0270 -1.4816 0.060
H -1.1153 0.7086 -3.3969 0.061
H 0.2170 0.6605 -2.2141 0.046
H -0.3903 2.1651 -2.7714 0.058
```

Output
- relative energy (zero: lowest compared OMol25 entry of this formula, charge and spin) (eV) = 0.214
- E_HOMO (Ha) = -0.4213
- E_LUMO (eV) = 1.2
- HOMO-LUMO gap (eV) = 12.6
- net charge = 0
- SMILES = CCC.CC
- E (Ha) = -198.881279